(1)
The following is a DFT calculation (ωB97M-V/def2-TZVPD) of a cluster of 5 separate species, C37H42BrNO17PS3 in total.

Summary:
Charge   +1
E_tot   -187174.011 eV
E_HOMO   -10.956 eV
LUMO   -3.71 eV
F_max   3.06 eV/A

```
102
Properties=species:S:1:pos:R:3:forces:R:3:mulliken_charge:R:1
C 0.20606 -2.47178 2.44649 0.1 -0.4 -1.2 -0.989
P 0.48132 -0.95216 1.34391 -2.9 -0.2 1.0 0.445
C -0.13577 -1.55815 -0.35128 1.3 -1.0 0.5 -0.892
S 2.58058 -0.44627 1.24131 1.0 -0.3 -1.2 -0.045
C 3.19489 -1.35458 -0.27146 0.6 -1.0 0.2 -0.156
C 4.73201 -1.23396 -0.48657 -0.2 -0.3 -0.4 -0.754
C 5.19019 -2.10620 -1.71168 0.8 0.5 1.2 -0.818
Br 4.85964 -1.21297 -3.42554 0.0 -0.5 0.7 -0.112
C 3.54173 -1.21186 2.61913 0.5 -0.4 0.4 0.531
C 3.32324 -0.52464 4.01333 -0.8 0.3 -0.6 -1.023
C 2.38119 -1.30166 4.98731 1.2 1.3 0.3 -0.568
S 2.75076 -3.09474 5.15343 -0.4 -0.4 -0.8 -0.106
C 4.51749 -3.35213 4.76624 1.8 1.0 0.6 -0.081
S 5.61540 -3.01965 5.97993 -1.2 -0.1 -1.2 -0.147
N 4.94462 -3.83936 3.48293 -1.3 -1.0 2.3 0.455
C 6.29528 -4.43045 3.54463 1.3 -0.1 -1.3 -0.890
C 6.70799 -5.17628 2.21303 0.5 0.0 0.6 -0.547
O 5.70242 -6.02385 1.67556 -0.2 0.5 -0.2 -0.430
C 4.48804 -5.28025 1.54047 0.6 -0.1 0.9 -0.463
C 4.04369 -4.90793 3.00425 -0.3 -0.5 -2.3 -0.723
H -0.08268 -2.19300 3.47314 0.5 0.0 -0.5 0.374
H 1.02813 -3.21227 2.38167 -0.4 0.4 0.4 0.117
H -0.68772 -2.96970 1.99679 0.6 0.4 0.2 0.473
H 0.61124 -2.29993 -0.71529 -0.6 0.6 -0.3 0.495
H -0.31246 -0.72641 -1.05108 0.2 -0.4 0.4 0.032
H -1.06312 -2.14677 -0.17135 0.5 0.7 0.1 0.467
H 2.90820 -2.41942 -0.09080 0.3 0.7 -0.2 0.346
H 2.65520 -1.01820 -1.18107 0.1 0.2 0.7 0.279
H 5.01015 -0.17216 -0.64901 -0.1 -0.6 0.1 0.464
H 5.31543 -1.62632 0.37864 -0.6 0.3 -0.4 0.208
H 6.29333 -2.19956 -1.60656 -0.8 0.1 -0.4 0.444
H 4.78519 -3.13235 -1.63391 -0.1 0.6 -0.5 0.430
H 4.61514 -1.07532 2.35780 -0.9 0.0 -0.2 0.324
H 3.34109 -2.30114 2.59567 0.0 0.7 0.1 -0.570
H 4.31071 -0.27886 4.45338 -0.6 -0.5 -0.2 0.420
H 2.83454 0.46121 3.81094 0.4 -0.6 0.3 0.474
H 1.33242 -1.09546 4.68992 0.5 -0.8 0.1 0.290
H 2.50439 -0.83787 5.99230 -0.1 -0.3 -0.7 0.480
H 6.40313 -5.17976 4.36533 -0.3 0.8 -0.3 0.480
H 7.02782 -3.60177 3.65764 -0.4 -0.7 0.3 0.419
H 7.54984 -5.84717 2.49474 -0.5 0.5 -0.2 0.348
H 7.11424 -4.46223 1.45226 -0.6 -0.3 0.4 0.234
H 4.73668 -4.38064 0.92933 -0.5 -0.2 0.3 0.193
H 3.74180 -5.90460 1.01743 0.4 0.2 0.3 0.369
H 4.20249 -5.84195 3.59599 -0.4 0.7 -0.2 0.418
H 2.97663 -4.61776 2.95068 0.7 0.0 0.5 0.378
C -1.56889 2.73487 -0.76669 -0.3 0.0 0.1 -0.638
C -0.31543 2.39489 -1.06585 -0.2 -0.3 0.6 -0.178
C 0.37546 2.92451 -2.27612 0.0 0.5 -0.8 1.199
O 1.52644 2.59496 -2.49011 0.1 -0.3 0.4 -0.630
C -0.37357 3.81996 -3.15673 0.4 -0.3 0.2 -1.111
C -1.63247 4.16065 -2.86220 -0.1 0.6 -0.9 0.349
C -2.31202 3.64814 -1.63649 0.1 -0.4 0.4 0.807
O -3.45373 3.99326 -1.39594 0.2 -0.1 -0.7 -0.699
O -2.34385 4.97904 -3.65318 0.1 -0.6 0.8 -0.584
O 0.39607 1.54942 -0.28602 0.1 0.4 -0.6 -0.357
H -2.07869 2.35740 0.11060 0.0 0.1 0.0 0.765
H 0.13154 4.18511 -4.04002 0.0 0.0 0.0 0.476
H -3.21354 5.07237 -3.22311 -0.1 0.2 -0.1 0.349
H 1.26413 1.47114 -0.72380 0.1 0.2 -0.2 0.226
C -6.28051 7.72963 0.13864 0.4 -0.2 -0.2 -1.040
C -7.06551 7.72084 1.21906 -0.5 0.8 -0.4 0.327
C -6.85333 6.75000 2.33256 0.4 -0.6 0.3 0.936
O -7.58051 6.79148 3.30479 -0.2 0.3 -0.1 -0.609
C -5.76787 5.77794 2.19834 -0.3 0.2 0.2 -0.770
C -4.98491 5.78369 1.11655 0.5 -0.8 0.5 0.313
C -5.18101 6.77351 0.01509 -0.4 0.6 -0.3 0.976
O -4.43177 6.75500 -0.94347 0.2 -0.2 0.1 -0.560
O -3.98213 4.89907 0.96601 -0.4 1.0 0.0 -0.490
O -8.08392 8.58646 1.35746 0.5 -0.6 0.3 -0.557
H -6.42347 8.42993 -0.67253 0.0 0.0 0.0 0.429
H -5.63479 5.06879 3.00355 0.0 0.0 0.0 0.445
H -3.57180 5.11238 0.10348 -0.2 -0.2 0.1 0.267
H -8.48906 8.37525 2.21707 -0.1 0.1 0.1 0.352
C -5.35257 1.31963 1.62329 -0.2 0.1 0.0 -0.707
C -4.27697 0.58213 1.34630 0.3 0.6 0.4 0.240
C -4.38335 -0.70564 0.59507 -0.6 -0.4 -0.3 0.879
O -3.37125 -1.34127 0.34502 0.4 0.2 0.2 -0.476
C -5.71214 -1.15621 0.18983 0.6 -0.1 0.0 -1.011
C -6.79105 -0.41928 0.47001 -0.6 -0.7 -0.5 0.344
C -6.68264 0.87976 1.19649 0.3 0.5 0.3 0.946
O -7.68606 1.52517 1.41354 -0.2 -0.2 -0.1 -0.598
O -8.02204 -0.81135 0.11122 0.6 0.6 0.4 -0.554
O -3.04024 0.97195 1.73384 -0.4 -0.6 -0.4 -0.584
H -5.28749 2.25429 2.16329 0.0 0.0 0.0 0.508
H -5.77809 -2.09746 -0.33790 0.0 0.0 0.0 0.454
H -8.62094 -0.11036 0.42555 -0.2 0.0 0.0 0.352
H -2.43283 0.28080 1.41553 0.1 0.0 0.1 0.176
C -0.55923 -1.56388 -6.86385 0.1 -0.1 -0.3 -0.895
C -0.42271 -1.07584 -5.62966 -0.9 0.0 0.0 0.304
C 0.92094 -0.82516 -5.03050 0.8 -0.1 -0.2 1.016
O 0.99418 -0.36221 -3.90352 -0.4 0.0 0.2 -0.304
C 2.10098 -1.15608 -5.82857 -0.3 0.2 0.5 -0.939
C 1.96581 -1.64841 -7.06289 1.1 -0.1 -0.1 0.374
C 0.62186 -1.87394 -7.67162 -0.8 0.0 0.0 0.908
O 0.54739 -2.30592 -8.80302 0.3 0.0 0.0 -0.585
O 3.03193 -1.96307 -7.81532 -0.9 0.1 0.2 -0.576
O -1.49166 -0.78404 -4.86246 0.7 0.0 -0.1 -0.609
H -1.52766 -1.74731 -7.30835 0.0 0.0 0.0 0.450
H 3.06877 -0.98632 -5.37776 -0.1 0.0 -0.1 0.152
H 2.66823 -2.29303 -8.65655 0.1 0.0 -0.1 0.352
H -1.12462 -0.44839 -4.02796 0.0 0.1 0.1 0.310
```
Positions in Å, forces in eV/Å.

=====

(2)
The following is a DFT calculation (ωB97M-V/def2-TZVPD) of a structure of composition C37H42MnN9O.

Summary:
<S²>   8.7567
Charge   -1
Energy above the lowest of the compared OMol25 structures with the same formula, charge and spin   0.000 eV
E_tot   -85833.218 eV
2S+1   6
E_HOMO (spin up / spin down)   -3.699 / -3.828 eV
LUMO (spin up / spin down)   2.68 / 2.67 eV
F_max   0.47 eV/A

```
90
Properties=species:S:1:pos:R:3:forces:R:3:lowdin_spin:R:1
Mn 0.74955 -0.55333 -0.34502 0.3 0.1 0.2 4.646
C -3.47776 -2.08155 -1.15618 -0.1 -0.1 0.0 0.000
C -2.33843 -1.26211 -1.10319 0.1 -0.1 0.0 0.010
N -1.12439 -1.74408 -0.99088 0.1 0.1 0.1 0.034
C -0.93018 -3.08382 -0.92596 -0.2 -0.1 0.0 0.006
C -2.02023 -3.98444 -0.91857 0.1 0.0 0.0 0.001
C -3.31303 -3.43392 -1.05070 0.0 0.1 0.0 0.005
C -1.79161 -5.36961 -0.76160 0.1 -0.1 0.0 0.004
C -0.50116 -5.79787 -0.59324 -0.1 0.0 0.0 0.000
C 0.59008 -4.92092 -0.63183 0.1 0.1 0.0 0.004
C 0.43196 -3.55049 -0.84028 0.1 -0.2 0.0 0.005
N 1.39411 -2.59630 -0.88266 0.0 0.0 -0.1 0.030
C 2.71576 -2.88143 -1.01890 -0.1 -0.1 0.0 0.004
C 3.29514 -3.98005 -1.65105 -0.1 0.0 0.0 0.004
C 4.68693 -4.14405 -1.72668 0.1 0.1 0.0 0.000
C 5.56079 -3.24116 -1.18113 0.0 -0.1 -0.1 0.004
C 5.03327 -2.08333 -0.56379 0.0 0.0 0.0 0.001
C 5.84300 -1.07645 0.00513 0.0 0.1 0.0 0.002
C 5.26926 0.03667 0.55627 0.1 -0.1 0.0 0.001
C 3.86919 0.15755 0.51902 -0.1 0.0 0.0 0.007
N 3.09639 -0.76634 0.01066 -0.1 0.0 0.1 0.032
C 3.63441 -1.89162 -0.50679 0.2 0.1 0.0 0.004
H -4.45482 -1.62803 -1.25929 0.0 0.0 0.0 0.000
H -2.42543 -0.18744 -1.14370 0.0 0.1 0.0 0.001
H -4.16555 -4.10464 -1.06123 0.0 0.0 0.0 0.000
H -2.63057 -6.05443 -0.75158 0.0 0.0 0.0 0.000
H -0.30122 -6.85047 -0.42486 0.0 0.0 0.0 0.000
H 1.57511 -5.32326 -0.45292 0.0 0.0 0.0 0.000
H 2.66405 -4.72084 -2.11902 0.0 0.0 0.0 0.000
H 5.06857 -5.02387 -2.23305 0.0 0.0 0.0 0.000
H 6.63352 -3.38475 -1.22435 0.0 0.0 0.0 0.000
H 6.92013 -1.20262 -0.01080 0.0 0.0 0.0 0.000
H 5.86621 0.82367 0.99827 0.0 0.0 0.0 0.000
H 3.36785 1.04283 0.89960 0.0 0.0 0.0 0.001
C 1.42194 4.06034 -0.44411 0.0 0.0 0.1 0.002
N 1.85381 2.76644 -0.95288 0.0 0.1 0.0 0.009
C 3.17891 2.76670 -1.53234 0.0 0.0 0.0 0.002
C 1.14571 1.60792 -1.01953 -0.2 -0.4 -0.1 0.041
N -0.11888 1.41344 -0.76561 -0.2 0.1 -0.3 0.054
H 2.30873 4.60716 -0.10692 0.0 0.0 0.0 0.001
H 0.75465 3.92939 0.39995 0.0 0.0 0.0 0.000
H 0.91646 4.67025 -1.19749 0.0 0.0 -0.1 0.000
H 3.23205 3.42832 -2.40694 0.0 0.0 0.0 0.000
H 3.41928 1.75420 -1.84639 0.0 0.0 0.0 0.001
H 3.92929 3.11244 -0.80953 0.0 0.0 0.0 0.000
C 0.93826 1.12004 5.14977 0.1 0.0 0.0 0.001
N 0.76578 0.26091 4.02076 -0.2 0.0 0.0 0.002
C 1.05632 -1.14070 4.08871 0.0 -0.1 -0.1 0.001
C 0.92847 -1.55339 2.62043 -0.1 0.0 0.1 0.007
O 1.05715 -2.70302 2.23572 0.0 0.0 0.0 0.005
N 0.65980 -0.45567 1.87291 -0.2 0.3 -0.1 0.036
C 0.61947 0.65547 2.69248 0.3 -0.1 0.1 0.005
N 0.47487 1.86724 2.27134 0.1 0.0 0.0 0.001
H 0.35856 0.75164 6.00130 0.0 0.0 0.0 0.000
H 0.58176 2.12419 4.92671 0.0 0.0 0.0 0.000
H 1.98846 1.19644 5.46388 0.0 0.0 0.0 0.000
H 0.34584 -1.69989 4.70537 0.0 0.0 0.0 0.000
H 2.07052 -1.35429 4.44856 0.0 0.0 0.0 0.000
H -0.88209 2.53732 0.66941 0.0 0.1 0.0 0.001
H 0.49475 2.51818 3.04995 0.0 0.0 0.0 0.000
C -1.50485 1.25937 -3.81018 0.2 0.0 0.0 0.000
C -2.08009 2.54072 -3.19699 0.0 -0.1 -0.1 0.000
C -1.01259 3.62467 -3.11722 0.0 0.0 0.0 0.000
C -2.86379 2.20889 -1.93664 -0.1 0.2 -0.1 0.001
C -4.20862 1.89806 -2.15087 0.0 0.1 0.0 0.000
C -5.07455 1.58351 -1.12180 0.0 0.0 0.1 0.001
C -4.56958 1.50149 0.16731 0.0 -0.1 -0.1 0.000
C -3.22331 1.72713 0.41613 0.1 0.0 0.0 0.001
C -2.67354 1.43275 1.80035 -0.1 0.0 0.1 0.000
C -2.88465 2.60970 2.75461 0.0 0.0 0.0 0.000
C -3.23095 0.14210 2.40251 0.0 0.0 0.0 0.000
C -2.36704 2.16212 -0.62715 0.0 -0.1 0.4 0.002
N -1.02410 2.49929 -0.33598 0.0 -0.1 -0.1 0.016
H -1.10172 1.45963 -4.80670 0.0 0.0 0.0 0.000
H -2.26395 0.47883 -3.89272 0.0 0.0 0.0 0.000
H -0.69220 0.88186 -3.18321 -0.1 0.0 0.0 0.001
H -2.83409 2.93267 -3.88970 0.0 -0.1 0.0 0.000
H -0.13568 3.29207 -2.57483 0.1 0.0 0.1 0.000
H -1.40274 4.52661 -2.64505 0.0 0.0 0.1 0.000
H -0.70368 3.88183 -4.13486 0.0 0.0 0.0 0.000
H -4.58702 1.94677 -3.16714 0.0 0.0 0.0 0.000
H -6.12244 1.39732 -1.32341 0.0 0.0 0.0 0.000
H -5.21923 1.20090 0.98080 0.0 0.0 0.0 0.000
H -1.60172 1.27563 1.71287 -0.1 0.0 -0.1 0.000
H -3.95073 2.76797 2.94341 0.0 0.0 0.0 0.000
H -2.47946 3.53364 2.33583 0.0 0.0 0.0 0.000
H -2.38979 2.42414 3.71171 0.0 0.0 0.0 0.000
H -4.29279 0.22047 2.65091 0.0 0.0 0.0 0.000
H -2.69406 -0.09103 3.32518 0.0 0.0 0.0 0.000
H -3.10179 -0.69773 1.71761 0.0 0.0 0.0 0.000
```
Positions in Å, forces in eV/Å.

=====

(3)
The following is a DFT calculation (ωB97M-V/def2-TZVPD) of a structure of composition C37H42N4O9ReSSi.

Summary:
<S²>   0.7621
Charge   0
Energy above the lowest of the compared OMol25 structures with the same formula, charge and spin   0.194 eV
E_tot   -84281.539 eV
2S+1   2
E_HOMO (spin up / spin down)   -7.636 / -7.419 eV
LUMO (spin up / spin down)   -0.53 / -0.71 eV
F_max   0.76 eV/A

```
95
Properties=species:S:1:pos:R:3:forces:R:3:lowdin_spin:R:1
Re 0.70499 -1.32008 0.57000 0.3 -0.5 -0.1 0.797
C -6.71617 1.65181 -2.92043 0.0 0.0 0.0 0.000
O -5.40886 1.72920 -3.46351 0.0 0.0 0.1 0.000
C -4.85454 0.57794 -3.91829 0.0 0.0 0.0 0.000
C -5.54413 -0.61980 -4.05619 0.0 -0.1 0.0 0.000
C -4.88170 -1.73248 -4.56090 -0.1 -0.1 0.0 0.000
C -3.53448 -1.67927 -4.87029 0.2 0.0 0.0 0.000
C -2.85210 -0.46651 -4.74815 0.0 0.0 0.0 0.000
C -3.51221 0.65283 -4.28894 0.1 0.0 0.0 0.000
N -2.96041 -2.84773 -5.48514 0.2 0.1 0.0 0.001
N -1.81080 -3.24481 -5.24199 -0.3 -0.1 0.1 0.001
C -1.00794 -2.70595 -4.17933 -0.1 0.1 0.0 0.003
C 0.27029 -2.32095 -4.48481 0.1 0.1 0.0 -0.004
C 1.14776 -1.78691 -3.52268 0.0 0.0 -0.2 0.005
C 0.75610 -1.69484 -2.21036 0.1 0.1 0.3 -0.003
O 1.51201 -1.17206 -1.24595 0.0 -0.2 -0.3 -0.006
C -0.52376 -2.21885 -1.86314 0.0 0.0 0.1 0.004
N -0.80388 -2.24097 -0.52159 -0.1 0.1 -0.1 -0.011
C -1.94327 -2.73513 -0.09365 0.1 -0.1 0.0 0.020
C -2.88646 -3.27193 -0.98386 0.0 0.0 0.0 -0.002
C -2.63132 -3.26584 -2.32661 0.0 0.0 0.0 0.020
C -1.42505 -2.71382 -2.81926 0.0 -0.1 0.0 -0.001
H -6.92066 2.62480 -2.48340 0.0 0.0 0.0 0.000
H -6.77486 0.88504 -2.14371 0.0 0.0 0.0 0.000
H -7.45724 1.44280 -3.69617 0.0 0.0 0.0 0.000
H -6.59287 -0.69320 -3.80486 0.0 0.0 0.0 0.000
H -5.41875 -2.66105 -4.71654 0.0 0.0 0.0 0.000
H -1.81193 -0.39580 -5.03685 0.0 0.0 0.0 0.000
H -3.00272 1.60401 -4.20292 0.0 0.0 0.0 0.000
H 0.59085 -2.40895 -5.51626 0.0 0.0 0.0 0.000
H 2.13778 -1.44780 -3.79912 0.0 0.0 0.0 0.000
H -2.09268 -2.73527 0.97887 0.0 0.0 0.0 0.001
H -3.80183 -3.69235 -0.59257 0.0 0.0 0.0 -0.001
H -3.34423 -3.70197 -3.01227 0.0 0.0 0.0 0.001
C -2.39651 -0.84635 4.23827 0.0 0.0 0.0 0.000
C -0.92617 -0.49029 4.05931 0.0 -0.1 -0.1 0.000
C -0.31782 -0.00003 5.36724 0.0 0.0 0.0 0.000
O -0.90417 0.52376 3.06979 0.0 0.1 0.0 0.000
C -0.18985 -1.77440 3.61620 0.3 -0.3 -0.2 0.002
O 0.05643 -2.63019 4.43539 0.0 0.0 0.0 0.008
O 0.07267 -1.91394 2.33317 -0.5 0.5 0.3 0.013
H -2.93240 0.00644 4.65902 0.0 0.0 0.0 0.000
H -2.49844 -1.70150 4.90469 0.0 0.0 0.0 0.000
H -2.83862 -1.08699 3.26869 0.0 0.0 0.0 0.000
H -0.82184 0.91987 5.67014 0.0 0.0 0.0 0.000
H 0.74779 0.20924 5.25086 0.0 0.0 0.0 0.000
H -0.42983 -0.75315 6.14486 0.0 0.0 0.0 0.000
H 0.00771 0.72397 2.82922 0.0 -0.1 -0.1 0.000
O 2.77867 -3.08337 2.26539 0.2 0.4 0.6 0.011
N 2.40857 -3.76771 1.36273 -0.2 -0.3 -0.4 0.008
O 1.62093 -3.17057 0.49349 -0.1 0.1 -0.1 0.021
C -1.17573 2.95616 0.55063 0.1 0.0 0.1 0.001
Si -1.15744 1.38595 -0.44944 -0.2 0.1 -0.2 0.012
C -0.53022 1.72711 -2.17270 0.0 0.0 -0.1 0.000
C -2.88426 0.68312 -0.53444 -0.1 -0.1 0.0 0.004
O -0.13757 0.31071 0.26204 0.1 0.3 0.3 0.073
H -1.89428 3.66760 0.13267 0.0 0.0 0.0 0.000
H -0.19062 3.43389 0.55464 -0.1 0.0 0.0 0.000
H -1.45300 2.74375 1.58636 0.0 0.0 0.0 0.000
H -1.09356 2.55125 -2.62236 0.0 0.0 0.0 0.000
H -0.63135 0.84780 -2.81643 0.0 0.0 0.0 0.000
H 0.52700 2.00325 -2.15381 0.0 0.0 0.0 0.000
H -3.58014 1.46941 -0.84378 0.0 -0.1 0.0 0.001
H -3.20806 0.30860 0.44192 0.0 0.1 0.0 0.000
H -2.96137 -0.13265 -1.26021 0.0 0.0 0.0 0.000
O 2.24677 -0.11118 1.46173 -0.1 0.0 0.4 0.015
S 3.69037 -0.54290 1.73698 0.0 0.0 -0.3 0.003
C 4.63018 0.87793 1.14696 0.0 0.0 -0.1 -0.001
C 4.38659 1.00088 -0.33422 0.0 0.0 0.0 0.000
C 3.62550 2.05440 -0.82412 -0.1 0.0 0.0 0.000
C 3.36729 2.15957 -2.18336 0.0 0.0 0.0 0.000
C 3.85835 1.20299 -3.05997 0.0 0.0 0.0 0.000
C 4.60991 0.14158 -2.57388 0.0 0.0 0.0 0.000
C 4.87303 0.04134 -1.21703 0.0 0.0 0.0 0.000
C 3.89829 -0.40182 3.52736 0.0 0.1 0.0 0.001
C 3.89815 0.97948 4.12856 0.0 0.0 0.0 0.000
C 4.90292 1.32042 5.02905 0.0 0.0 0.0 0.000
C 4.92007 2.56960 5.63523 0.0 0.0 0.0 0.000
C 3.93472 3.49931 5.34028 0.0 0.0 0.0 0.000
C 2.93479 3.17427 4.43325 0.0 0.0 0.0 0.000
C 2.91441 1.92374 3.83477 0.0 0.0 0.0 0.000
H 5.67741 0.67172 1.38417 0.0 0.0 0.0 0.000
H 4.30244 1.76266 1.68811 0.0 0.0 0.0 0.000
H 3.22537 2.79115 -0.13635 0.0 0.0 0.0 0.000
H 2.77615 2.98679 -2.55632 0.0 0.0 0.0 0.000
H 3.65649 1.28463 -4.12084 0.0 0.0 0.0 0.000
H 4.99005 -0.61240 -3.25210 0.0 0.0 0.0 0.000
H 5.45052 -0.79633 -0.84001 0.0 0.0 0.0 0.000
H 4.83653 -0.92117 3.73710 0.0 0.0 0.0 0.000
H 3.09140 -1.03416 3.90389 0.0 0.0 0.0 0.000
H 5.67617 0.59783 5.26519 0.0 0.0 0.0 0.000
H 5.70677 2.81442 6.33768 0.0 0.0 0.0 0.000
H 3.94383 4.47199 5.81581 0.0 0.0 0.0 0.000
H 2.16094 3.89341 4.19367 0.0 0.0 0.0 0.000
H 2.14315 1.68499 3.11570 -0.1 0.0 0.0 0.000
```
Positions in Å, forces in eV/Å.